# 1
12
Properties=species:S:1:pos:R:3 method="wB97M-V/def2-TZVPD" homo_energy_ev=-9.504 relative_energy_kj_mol=77.7 smiles="CCC=C(F)F" spin_multiplicity=1
C -0.657 1.274 -0.407
C -0.698 -0.284 -0.494
C 0.109 -1.157 0.514
C 1.365 -0.804 0.610
F 1.972 -0.021 -0.229
F 2.077 -1.104 1.705
H -1.499 1.762 -0.930
H 0.387 1.641 -0.707
H -0.696 1.659 0.654
H -1.749 -0.639 -0.460
H -0.339 -0.539 -1.520
H -0.271 -1.788 1.264



# 2
66
Properties=species:S:1:pos:R:3 method="wB97M-V/def2-TZVPD" homo_energy_ev=-13.269 total_charge=+2 spin_multiplicity=1
Zr 0.021 -0.046 0.938
F 4.051 0.983 1.028
C 3.839 -0.198 1.592
F 3.277 -1.008 0.699
F 4.970 -0.714 2.013
S 2.690 -0.029 3.083
O 1.379 -0.574 2.613
O 3.347 -0.719 4.121
N 2.480 1.525 3.328
S 1.208 2.062 2.591
O -0.082 1.566 3.027
O 1.295 1.821 1.116
C 1.293 3.889 2.949
F 1.500 4.048 4.232
F 0.129 4.405 2.593
F 2.266 4.421 2.238
C -1.687 1.030 -2.451
C -2.051 -0.322 -1.923
C -3.078 -1.017 -2.601
C -3.427 -2.282 -2.235
C -2.697 -2.927 -1.215
C -2.879 -4.276 -0.811
Br -4.251 -5.314 -1.572
C -2.042 -4.846 0.106
C -0.994 -4.094 0.674
Br 0.241 -4.977 1.786
C -0.822 -2.772 0.353
O 0.150 -1.987 0.865
C -1.686 -2.177 -0.593
N -1.422 -0.861 -0.888
H -1.449 0.932 -3.512
H -0.837 1.472 -1.947
H -2.537 1.712 -2.383
H -3.576 -0.523 -3.424
H -4.222 -2.810 -2.744
H -2.159 -5.883 0.383
N -3.337 2.875 0.463
C -2.309 3.707 0.093
C -1.191 2.942 0.125
N -1.523 1.650 0.506
C -2.832 1.661 0.702
H -4.308 3.131 0.558
H -2.460 4.742 -0.151
H -0.184 3.228 -0.114
H -3.439 0.823 0.999
N -2.531 -1.756 4.877
C -1.644 -1.633 3.895
N -0.458 -2.199 4.013
S -2.116 -0.723 2.519
H -2.347 -2.307 5.701
H -3.427 -1.307 4.795
H -0.214 -2.759 4.815
H 0.199 -2.161 3.248
N 1.160 0.209 -1.024
C 1.811 0.417 -1.952
C 2.615 0.649 -3.096
C 2.751 -0.363 -4.052
C 3.550 -0.130 -5.155
C 4.199 1.091 -5.297
C 4.060 2.092 -4.342
C 3.267 1.879 -3.231
H 2.243 -1.309 -3.923
H 3.672 -0.900 -5.903
H 4.824 1.264 -6.162
H 4.574 3.035 -4.465
H 3.156 2.642 -2.472



# 3
17
Properties=species:S:1:pos:R:3 method="wB97M-V/def2-TZVPD" homo_energy_ev=-9.900 relative_energy_kj_mol=287.0 spin_multiplicity=1
C 1.549 -0.695 -0.148
C 0.944 0.658 0.263
C -0.023 0.927 -1.040
C -0.952 -0.171 -0.649
C -1.428 0.287 0.760
C -0.047 -0.134 1.200
C 0.076 -1.153 0.031
H 2.086 -0.704 -1.096
H 2.144 -1.258 0.596
H 1.214 1.688 0.167
H 0.561 0.805 -1.964
H -0.528 1.913 -1.130
H -1.672 -0.519 -1.378
H -1.660 1.351 0.914
H -2.218 -0.345 1.161
H 0.180 -0.451 2.231
H -0.224 -2.199 0.081